Density functional theory data (the ωB97M-V functional and the def2-TZVPD basis) for an isolated molecule of C22H30N4O5S.

XYZ file:
```
62
Properties=species:S:1:pos:R:3:forces:R:3
C 2.321481 3.396299 0.898865 -0.1 0.0 0.0
C 1.150939 2.608878 0.390194 -0.1 -0.1 0.0
C 1.098997 1.236821 0.571401 0.1 0.3 -0.2
C -0.000385 0.499772 0.132387 0.2 0.8 -0.2
C -1.031351 1.152893 -0.531120 0.1 -0.2 0.1
C -0.980980 2.527052 -0.734791 0.1 0.0 0.1
C 0.102026 3.248615 -0.259182 0.0 -0.1 0.0
H 0.141216 4.318354 -0.405616 0.0 0.1 0.0
C -2.102183 3.198752 -1.467361 0.0 0.0 0.0
H -2.184073 2.796525 -2.476063 -0.1 0.0 -0.1
H -3.048481 3.014775 -0.961661 -0.1 0.0 0.0
H -1.941437 4.271785 -1.530603 0.0 0.1 0.0
H -1.882270 0.607391 -0.901849 -0.2 -0.1 0.0
N -0.019357 -0.883260 0.357672 0.3 -0.5 0.8
S 0.738176 -1.441926 1.734273 0.5 0.0 0.4
O 0.167379 -2.694131 2.109705 -0.4 0.0 -0.1
O 2.156898 -1.440043 1.496472 -0.1 0.2 -0.1
C 0.361841 -0.222731 3.012950 0.1 -0.7 -0.7
C 1.241850 0.307035 3.895943 0.0 -0.1 -0.2
N 0.789579 1.198134 4.829064 0.3 -0.1 0.0
C -0.523336 1.617184 4.962527 0.0 0.0 -0.1
O -0.860897 2.413705 5.797433 -0.1 0.2 0.3
N -1.374443 1.036174 4.059365 -0.3 0.0 0.0
C -1.046770 0.111712 3.070795 -0.2 0.3 0.3
O -1.905638 -0.333560 2.348046 -0.3 -0.1 0.0
H -2.352417 1.298726 4.124358 0.2 0.0 0.0
H 1.443812 1.595331 5.492076 -0.2 0.0 -0.1
C 2.697455 0.010293 3.964788 0.2 -0.1 -0.1
H 2.992112 -0.631660 3.140583 0.1 0.1 0.2
H 3.267785 0.937863 3.930258 0.0 0.1 0.0
H 2.924071 -0.491902 4.904810 0.0 0.0 0.1
C -1.088343 -1.687932 -0.190322 -0.6 -0.3 0.0
H -2.071212 -1.360890 0.163851 0.2 0.0 -0.1
H -0.925728 -2.707135 0.165838 -0.2 0.1 -0.2
C -1.061688 -1.673571 -1.722841 0.4 0.0 0.5
O -2.081884 -1.704182 -2.377923 -0.4 0.0 -0.1
N 0.183013 -1.637983 -2.229732 0.4 -0.1 0.0
H 0.940953 -1.574581 -1.567899 -0.1 0.0 0.0
C 0.488800 -1.435009 -3.642693 -0.5 -0.1 -0.1
C -0.085248 -0.088892 -4.104146 0.3 0.1 0.0
C 0.520317 0.386192 -5.424477 -0.2 0.0 0.0
H 0.532313 1.478316 -5.439561 0.1 0.0 0.0
C -0.222827 -0.092088 -6.674928 0.0 0.0 0.1
C -0.749224 -1.527988 -6.610396 0.2 0.1 -0.2
H -1.694582 -1.547856 -6.066713 -0.1 0.0 0.0
C 0.203225 -2.528423 -5.953119 -0.3 -0.1 0.1
H 0.020333 -3.516131 -6.382045 0.1 0.0 0.0
C -0.010851 -2.639154 -4.444897 0.3 0.0 -0.1
H 0.507445 -3.525716 -4.070284 0.0 0.0 0.1
H -1.074716 -2.765566 -4.242821 0.0 0.0 0.0
H 1.239456 -2.265560 -6.172381 0.1 -0.1 -0.1
H -0.962618 -1.848249 -7.632882 -0.1 0.0 0.0
H 0.454020 0.006296 -7.527314 -0.1 0.0 -0.1
H -1.072562 0.568501 -6.861309 0.0 0.1 -0.1
H 1.561683 0.059608 -5.468393 0.1 0.1 0.0
H 0.142524 0.642131 -3.322386 -0.1 0.0 0.0
H -1.168716 -0.163849 -4.179074 -0.1 0.0 0.1
H 1.581742 -1.387587 -3.714596 -0.1 0.0 0.0
H 1.929553 0.725781 1.028145 0.2 0.1 0.0
H 2.643810 4.126398 0.159509 0.1 0.1 0.0
H 3.156112 2.740387 1.132942 0.1 0.0 0.0
H 2.042985 3.939998 1.802301 0.1 0.1 0.1
```
Forces are in eV/Å.

As for the orbital gap: 8.7672 eV. As for the structure (SMILES): Cc1cc(C)cc(N(CC(=O)NC2CCCCCC2)S(=O)(=O)c2c(C)[nH]c(=O)[nH]c2=O)c1. As for the HOMO energy: -8.70 eV. For the energy above the lowest of the compared OMol25 structures with the same formula, charge and spin, the calculation gives 20.8 kcal per mole. The molar mass comes out at 462.57 Da.